(1)
Molecular formula: C33H96B4BeF19N8O11S
Method: DFT, ωB97M-V with the def2-TZVPD basis set

Summary:
* frontier orbital gap: 9.266 eV

```
! RIJCOSX wB97M-V def2-TZVPD def2/J DEFGRID3
* xyz 5 1
Be -8.94678 -13.28319 19.43730
C -13.41641 -13.55232 25.98242
C -14.74453 -14.19247 25.52011
C -15.15102 -13.60491 24.18711
O -15.47553 -12.27158 24.24833
C -16.77732 -11.88593 24.76970
N -14.61583 -15.71747 25.21016
H -14.22693 -16.04028 24.27624
H -14.11624 -16.19681 25.97356
H -15.56114 -16.15057 25.28043
H -13.04027 -13.87139 26.97334
H -13.41564 -12.46805 26.07524
H -12.64295 -13.80604 25.25536
H -15.54750 -14.23534 26.23867
H -15.99739 -14.22412 23.79301
H -14.32533 -13.77190 23.48200
H -17.14568 -11.23791 23.97049
H -16.75401 -11.40345 25.75506
H -17.46206 -12.71594 24.78430
C -12.69994 -22.86356 25.31806
C -11.94953 -22.41905 24.05232
C -10.55955 -21.89046 24.38635
O -9.71904 -22.95188 24.51276
C -8.33928 -22.55012 24.57852
N -11.85811 -23.54708 23.01528
H -12.11676 -23.30411 22.02924
H -10.94818 -23.98310 23.10347
H -12.55153 -24.25910 23.30816
H -13.76482 -22.76426 25.18269
H -12.45362 -22.08116 26.03702
H -12.41980 -23.85751 25.70656
H -12.47572 -21.58199 23.56527
H -10.64588 -21.22276 25.25460
H -10.08952 -21.35267 23.52724
H -7.75132 -23.47866 24.66714
H -8.25376 -21.96896 25.47522
H -8.00096 -21.94085 23.73622
C -4.99531 -17.77914 22.24585
C -5.68493 -17.46334 23.49309
C -5.59385 -18.72829 24.45800
O -4.31966 -18.69599 25.09321
C -4.20070 -19.65404 26.11880
N -4.96459 -16.37970 24.26269
H -4.82270 -15.45018 23.84289
H -5.41401 -16.26717 25.15539
H -4.02014 -16.72715 24.40674
H -5.06157 -16.92596 21.57792
H -5.56859 -18.55794 21.76487
H -3.95120 -18.04668 22.39066
H -6.69851 -17.08111 23.36697
H -5.76229 -19.65267 23.89738
H -6.33306 -18.67607 25.26974
H -3.26824 -19.41578 26.63171
H -4.14977 -20.69315 25.78114
H -4.98045 -19.54494 26.86180
C -16.72724 -16.65994 16.46214
C -17.61204 -16.56358 17.71322
C -18.71825 -17.63605 17.84832
O -19.43114 -17.21902 18.98037
C -20.51344 -18.09334 19.33746
N -16.79759 -16.63818 19.01234
H -16.34972 -17.54729 19.16282
H -16.15500 -15.85635 19.10479
H -17.46931 -16.51079 19.76368
H -17.42587 -16.62401 15.63494
H -16.19604 -17.61712 16.50437
H -16.02380 -15.84460 16.45409
H -18.07842 -15.59313 17.75519
H -18.32927 -18.68184 17.96903
H -19.35152 -17.66422 16.93235
H -20.98443 -18.51018 18.41062
H -21.23494 -17.48391 19.84049
H -20.18186 -18.94651 19.99071
C -9.61967 -16.95647 13.84119
C -9.35628 -18.42740 13.87062
C -9.87435 -19.22901 12.63684
O -9.02099 -18.78011 11.65110
C -8.93334 -19.49048 10.46637
N -7.80547 -18.59622 13.79539
H -7.55409 -18.32881 12.85247
H -7.40867 -18.04266 14.55962
H -7.52452 -19.56905 13.92223
H -9.16646 -16.54976 14.74733
H -10.69206 -16.71064 13.77058
H -9.17479 -16.48979 12.95748
H -9.76484 -18.89535 14.74407
H -10.90956 -18.98629 12.48554
H -9.86563 -20.33022 12.74484
H -8.68363 -20.52870 10.63878
H -8.06521 -19.05148 9.95551
H -9.83704 -19.44612 9.82819
C -11.45168 -10.11035 22.58375
C -10.97115 -9.58371 21.24273
C -9.45971 -9.54255 21.24047
O -8.93397 -9.64522 19.91619
C -7.95732 -8.66568 19.65631
N -11.29519 -10.32869 19.96107
H -12.26648 -10.23408 19.63829
H -10.77161 -9.95897 19.18645
H -11.10791 -11.33494 20.05542
H -11.19938 -9.29470 23.27911
H -10.86105 -10.97122 22.88107
H -12.54850 -10.25750 22.65450
H -11.43710 -8.66798 21.02336
H -9.08273 -10.40964 21.78868
H -9.07239 -8.72810 21.82024
H -8.33292 -7.63650 19.52210
H -7.56537 -8.96487 18.69763
H -7.17582 -8.72064 20.36292
C -12.39688 -23.79275 15.44816
C -12.21439 -22.30151 15.84030
C -12.82539 -21.28998 14.85978
O -12.51216 -20.05016 15.36974
C -13.30209 -19.07449 14.78322
N -12.84826 -21.99840 17.18558
H -13.85072 -22.11248 17.30863
H -12.44629 -22.61766 17.92259
H -12.57866 -21.06479 17.52356
H -13.43068 -24.05298 15.20782
H -11.95381 -24.45142 16.20190
H -11.87399 -23.96921 14.48883
H -11.16386 -22.05547 15.99075
H -13.91127 -21.37539 14.76760
H -12.57719 -21.39068 13.78339
H -12.96566 -18.07413 15.19182
H -14.35400 -19.30889 14.88478
H -13.16777 -19.01195 13.69842
C -5.99268 -11.29343 18.34884
C -5.36244 -12.05769 17.20981
C -4.03410 -12.65566 17.53349
O -4.19409 -13.76425 18.41161
C -3.05684 -13.99863 19.19840
N -6.38064 -13.07003 16.76803
H -6.73460 -13.55586 17.62006
H -7.15138 -12.62404 16.29771
H -5.98837 -13.82777 16.17015
H -5.94625 -11.83825 19.29540
H -7.04375 -11.01522 18.14236
H -5.36515 -10.40337 18.39804
H -5.17150 -11.37262 16.39603
H -3.34932 -11.93166 17.93468
H -3.50164 -13.09031 16.67136
H -3.17293 -14.96234 19.70387
H -2.98881 -13.16642 19.94975
H -2.16640 -13.94040 18.55865
B -12.74868 -21.20743 20.02260
F -12.28038 -22.53021 19.78791
F -14.03806 -21.09160 19.46659
F -12.73677 -20.95253 21.31194
F -12.00700 -20.34375 19.27531
B -7.68773 -18.18671 17.86720
F -7.47165 -17.44571 16.75462
F -8.80529 -18.89836 17.83802
F -6.84137 -18.31541 18.81518
F -7.97361 -13.96168 18.67491
B -13.87983 -16.34758 21.50508
F -13.60668 -17.21415 20.47297
F -13.11751 -15.15837 21.18891
F -15.24430 -16.26235 21.73864
F -13.46197 -16.79588 22.75897
B -8.27866 -14.62684 22.78466
F -9.40949 -14.45822 23.44182
F -8.17439 -15.47020 21.77694
F -9.22260 -13.07457 20.79407
F -7.04200 -14.01231 22.95923
C -11.60836 -13.13501 16.75518
F -11.27596 -14.40960 17.09895
F -11.90643 -13.13987 15.45072
F -12.74026 -12.63724 17.27316
S -10.28248 -12.02176 17.08812
O -9.24268 -12.43452 16.16585
O -10.85539 -10.76746 16.86160
O -10.03684 -12.24655 18.48836
*
```

---

(2)
Molecular formula: C4H3IN2
Method: DFT, ωB97M-V with the def2-TZVPD basis set

Summary:
* relative energy (zero: lowest compared OMol25 entry of this formula, charge and spin): 1.621 eV
* frontier orbital gap (alpha / beta): 6.747 / 6.713 eV

```
! RIJCOSX wB97M-V def2-TZVPD def2/J DEFGRID3
* xyz 0 1
C -1.41289 -1.88675 -0.98137
C -1.61558 -1.39946 1.28761
C 0.12964 -0.19589 0.17148
C -1.10712 -0.97454 0.03826
N -1.61318 -2.56771 -1.87433
N -1.73760 -1.63306 2.37202
I -3.58027 0.36625 -0.36349
H 0.87686 -0.97838 0.63764
H 0.51765 -0.03004 -0.85040
H 0.01120 0.62582 0.93610
*
```

---

(3)
Molecular formula: C8H19NO
Method: DFT, ωB97M-V with the def2-TZVPD basis set

Summary:
* relative energy (zero: lowest compared OMol25 entry of this formula, charge and spin): 4.710 eV
* frontier orbital gap (alpha / beta): 2.694 / 9.131 eV

```
! RIJCOSX wB97M-V def2-TZVPD def2/J DEFGRID3
* xyz -1 2
C -1.81012 1.58348 0.08868
C -1.53004 3.06449 0.31483
C -3.33296 1.42205 0.15413
H -1.47358 1.35542 -0.93361
H -1.31172 0.81277 0.80026
H -1.66534 3.69685 -0.50189
H -3.68190 2.45568 0.09915
H -0.46432 3.22543 0.64195
H -2.14395 3.56240 1.15998
H -3.70232 0.86496 -0.76245
H -3.51372 0.82413 1.04723
C 1.06163 -0.47482 0.44187
C 1.39306 0.96897 0.96121
C 3.06142 -2.21087 0.76495
C 0.08380 -2.29914 -1.73255
C 1.32976 -2.49211 -0.92455
O 2.09004 -3.49006 -1.20426
N 1.83527 -1.65878 0.06731
H 0.04566 -0.75406 0.86932
H 0.67137 -0.10131 -0.57945
H 0.19623 1.29696 0.80817
H 2.37831 1.27602 0.32767
H 3.75634 -2.27589 -0.14052
H -0.78762 -2.53046 -1.13145
H 1.26672 1.30045 1.86414
H 3.57158 -1.76066 1.43164
H 2.65920 -3.30230 0.86185
H -0.07607 -1.28300 -2.19047
H 0.09324 -3.07661 -2.60312
*
```

---

(4)
Molecular formula: H20O10
Method: DFT, ωB97M-V with the def2-TZVPD basis set

Summary:
* relative energy (zero: lowest compared OMol25 entry of this formula, charge and spin): 5.150 eV
* frontier orbital gap: 9.911 eV

```
! RIJCOSX wB97M-V def2-TZVPD def2/J DEFGRID3
* xyz 0 1
O -0.44052 0.14864 -0.14905
H 0.46096 -0.18885 -0.09980
H -0.67952 0.04457 -1.07697
O -3.84803 -3.41888 -0.99151
H -3.26233 -4.18363 -0.95825
H -3.45200 -2.79317 -0.37456
O 2.16287 -2.82269 0.10565
H 2.11808 -3.25924 0.96379
H 2.67688 -3.42908 -0.43940
O -0.14800 3.33781 2.12604
H -0.12793 2.40764 2.37777
H -0.68159 3.35211 1.32351
O -3.37151 -1.45264 2.48446
H -4.20667 -1.15290 2.10810
H -3.56795 -1.58012 3.41942
O 2.33040 1.20406 -3.88452
H 2.54181 2.11861 -4.10336
H 2.70676 1.08015 -3.00589
O -1.80120 1.56768 -0.45104
H -1.75803 2.43607 -0.03509
H -1.91157 0.95889 0.28801
O -1.73174 -3.02675 -3.99513
H -0.81029 -2.86615 -3.76246
H -1.99604 -2.23046 -4.46954
O 3.69463 2.94906 0.83824
H 3.64248 3.31488 1.72843
H 2.78560 2.97810 0.51914
O 2.77296 1.32621 2.83782
H 3.26461 0.93808 3.57037
H 2.63689 2.24199 3.10581
*
```

---

Copy entry 4 word for word.
Molecular formula: H20O10
Method: DFT, ωB97M-V with the def2-TZVPD basis set

Summary:
* relative energy (zero: lowest compared OMol25 entry of this formula, charge and spin): 5.150 eV
* frontier orbital gap: 9.911 eV

```
! RIJCOSX wB97M-V def2-TZVPD def2/J DEFGRID3
* xyz 0 1
O -0.44052 0.14864 -0.14905
H 0.46096 -0.18885 -0.09980
H -0.67952 0.04457 -1.07697
O -3.84803 -3.41888 -0.99151
H -3.26233 -4.18363 -0.95825
H -3.45200 -2.79317 -0.37456
O 2.16287 -2.82269 0.10565
H 2.11808 -3.25924 0.96379
H 2.67688 -3.42908 -0.43940
O -0.14800 3.33781 2.12604
H -0.12793 2.40764 2.37777
H -0.68159 3.35211 1.32351
O -3.37151 -1.45264 2.48446
H -4.20667 -1.15290 2.10810
H -3.56795 -1.58012 3.41942
O 2.33040 1.20406 -3.88452
H 2.54181 2.11861 -4.10336
H 2.70676 1.08015 -3.00589
O -1.80120 1.56768 -0.45104
H -1.75803 2.43607 -0.03509
H -1.91157 0.95889 0.28801
O -1.73174 -3.02675 -3.99513
H -0.81029 -2.86615 -3.76246
H -1.99604 -2.23046 -4.46954
O 3.69463 2.94906 0.83824
H 3.64248 3.31488 1.72843
H 2.78560 2.97810 0.51914
O 2.77296 1.32621 2.83782
H 3.26461 0.93808 3.57037
H 2.63689 2.24199 3.10581
*
```